Entry 1:
{"formula": "C6H13NO", "method": "ωB97M-V with the def2-TZVPD basis set", "lumo_energy_ev": 0.90, "homo_energy_ev": -8.8, "smiles": "C=CCCCNCO", "e_tot_ha": -366.36122, "relative_energy_kcal_mol": 45.61, "species": ["C", "C", "C", "C", "C", "N", "C", "O", "H", "H", "H", "H", "H", "H", "H", "H", "H", "H", "H", "H", "H"], "coordinates": [[0.130898, 0.655350, -2.603170], [-0.223684, 1.316019, -1.519975], [-1.535200, 1.103477, -0.822644], [-1.651738, -0.188636, 0.028557], [-0.624232, -0.369663, 1.138904], [0.661082, -0.832760, 0.660144], [1.675101, -0.947880, 1.665623], [2.727758, -1.769122, 1.212470], [1.117019, 0.720152, -3.042879], [-0.533669, -0.081793, -3.033063], [0.460572, 2.002707, -1.035520], [-2.396393, 1.142358, -1.495015], [-1.750594, 1.927766, -0.137229], [-1.680836, -1.051820, -0.638403], [-2.625078, -0.119277, 0.523385], [-1.027800, -1.133962, 1.809496], [-0.563256, 0.554296, 1.736930], [0.991922, -0.295165, -0.133627], [2.087587, 0.023270, 1.979093], [1.224275, -1.398786, 2.555447], [3.536266, -1.256532, 1.151475]], "forces_ev_per_angstrom": [[0.31, -0.43, -0.21], [-0.28, 0.02, 0.37], [-0.54, 0.09, 0.79], [-0.17, 0.55, -0.25], [-0.19, -0.17, -0.06], [0.08, -0.08, -0.30], [-0.01, 0.18, 0.21], [0.13, -0.19, -0.07], [-0.01, 0.20, -0.04], [-0.12, 0.01, -0.15], [0.14, 0.08, -0.11], [0.25, -0.23, -0.33], [0.31, 0.15, 0.02], [0.16, -0.14, 0.15], [-0.04, -0.15, -0.10], [0.14, -0.03, 0.10], [0.00, 0.11, -0.06], [-0.09, -0.06, 0.10], [0.01, 0.09, 0.02], [-0.05, -0.07, -0.07], [-0.03, 0.03, 0.02]]}

Entry 2:
{"formula": "C6H13NO", "method": "ωB97M-V with the def2-TZVPD basis set", "lumo_energy_ev": -3.11, "homo_energy_ev": -7.5, "e_tot_ha": -366.11398, "relative_energy_kcal_mol": 200.75, "species": ["C", "C", "C", "N", "C", "C", "C", "O", "H", "H", "H", "H", "H", "H", "H", "H", "H", "H", "H", "H", "H"], "coordinates": [[2.058539, 0.576984, 1.469009], [0.032268, -0.050232, -2.941538], [1.137833, -0.483827, 1.220797], [-0.092326, -0.081222, 0.391873], [-1.107879, 1.338470, 0.185291], [-1.817110, 1.569638, -1.000284], [-0.970216, -1.225188, 0.215576], [1.248449, -1.719849, 1.485275], [2.888387, 0.221619, 2.099908], [1.847410, 1.544569, 0.908589], [0.091786, 0.173354, -4.047473], [0.086374, -1.139145, -2.873706], [0.744481, 0.339449, -2.293298], [-0.279331, 1.947650, 0.266668], [-0.979852, 0.243209, -2.603468], [-1.572038, 2.470345, -1.565310], [-1.596997, 1.164320, 1.189181], [-2.875802, 1.593426, -0.948544], [-1.253205, -1.831568, 1.125512], [-0.578339, -1.991193, -0.475633], [-1.864796, -0.763757, -0.300841]], "forces_ev_per_angstrom": [[-1.84, -0.69, -0.93], [-2.08, -1.28, -2.15], [-1.30, -0.98, -0.64], [1.62, -2.40, 0.42], [0.42, -0.63, 1.17], [-0.61, 1.68, 1.21], [-1.58, 0.21, -0.45], [-0.28, 3.02, -0.38], [-0.09, 1.01, -0.58], [0.88, -1.32, 1.25], [0.36, 0.21, 1.37], [-0.03, -0.02, 0.09], [1.45, 1.04, 0.69], [1.39, 1.69, 0.39], [0.45, -0.09, -0.10], [0.87, -0.56, -0.26], [0.03, 0.05, -1.36], [-1.10, -1.22, -0.12], [0.32, 0.93, -0.58], [0.49, 0.44, 0.26], [0.62, -1.10, 0.69]]}

Entry 3:
{"formula": "C6H13NO", "method": "ωB97M-V with the def2-TZVPD basis set", "lumo_energy_ev": 0.58, "homo_energy_ev": -8.8, "e_tot_ha": -366.25059, "relative_energy_kcal_mol": 115.03, "species": ["C", "C", "C", "O", "C", "N", "C", "C", "H", "H", "H", "H", "H", "H", "H", "H", "H", "H", "H", "H", "H"], "coordinates": [[0.611981, -0.197281, -1.398873], [0.292730, 1.080764, -2.122249], [-0.864038, 1.834844, -1.670331], [-1.687704, 1.514005, -0.700372], [0.612335, 0.059745, 0.129137], [0.602951, -1.057677, 1.071971], [0.319434, -0.412056, 2.372785], [-0.673922, -1.800197, 0.885788], [-0.172236, -0.965654, -1.559016], [1.528823, -0.594225, -1.767675], [0.841583, 1.338881, -3.009156], [0.268261, 2.169930, -1.239971], [-1.292799, 2.600697, -2.303938], [1.631586, 0.490173, 0.192397], [0.014063, 0.932540, 0.358045], [-0.538766, 0.254624, 2.321485], [1.205337, 0.176284, 2.723094], [0.284706, -1.249636, 3.076096], [-0.611363, -2.606452, 1.595965], [-1.568989, -1.257110, 1.110497], [-0.803973, -2.312198, -0.065682]], "forces_ev_per_angstrom": [[-1.68, -0.29, 0.79], [-1.20, 0.51, 2.18], [-4.88, -2.16, 1.03], [2.36, 0.57, -2.38], [3.57, 1.06, -0.91], [-2.67, 1.08, -0.62], [2.61, -0.33, 0.64], [0.96, -1.43, -0.13], [0.08, 0.60, -0.52], [0.80, -0.41, 0.01], [-0.04, 0.58, -0.12], [2.22, -0.56, -0.58], [0.77, 0.77, -0.47], [-0.03, -0.05, 0.60], [-0.90, -0.58, 0.35], [-0.32, -0.21, 0.28], [-0.59, -0.22, -0.50], [-0.68, 0.43, 0.24], [-0.20, -0.47, 0.42], [-0.52, 0.78, -0.02], [0.32, 0.32, -0.30]]}

Entry 4:
{"formula": "C6H13NO", "method": "ωB97M-V with the def2-TZVPD basis set", "lumo_energy_ev": [0.93, 0.93], "homo_energy_ev": [-6.7, -6.7], "e_tot_ha": -366.21736, "relative_energy_kcal_mol": 135.88, "species": ["C", "C", "C", "C", "C", "C", "O", "N", "H", "H", "H", "H", "H", "H", "H", "H", "H", "H", "H", "H", "H"], "coordinates": [[0.286792, 0.465536, 0.146422], [-1.248001, 2.236204, 0.910795], [-1.045713, 0.208969, 0.421451], [1.350412, 0.361214, 1.194201], [1.129653, -2.547818, -0.873898], [0.179068, -1.394577, -1.053734], [-1.396207, 2.960961, -0.263636], [-0.553381, -1.205711, -2.058034], [-2.131819, 2.601028, -0.772139], [0.506514, 1.107592, -0.701807], [-0.468010, -1.920155, -2.800107], [-0.440650, 2.665578, 1.495871], [-2.157996, 2.128732, 1.505859], [-1.293996, -0.340779, 1.321443], [-1.762505, 0.195303, -0.389554], [1.639427, 1.350702, 1.552894], [2.249309, -0.083409, 0.762974], [1.037107, -0.250533, 2.040156], [0.821879, -3.151015, -0.016382], [2.138198, -2.183503, -0.666244], [1.159919, -3.204317, -1.756533]], "forces_ev_per_angstrom": [[1.73, -3.96, -2.43], [-1.37, -2.44, -0.02], [-1.99, 4.99, 2.07], [0.13, -0.14, -0.21], [-0.09, -0.04, 0.19], [1.51, 1.43, -0.23], [0.13, -0.11, -0.10], [-0.01, 0.24, 0.10], [0.06, 0.04, 0.08], [-0.10, -0.05, 0.04], [-0.15, -0.03, 0.50], [0.19, -0.33, -0.11], [-0.01, 0.46, -0.01], [0.01, -0.14, -0.08], [0.12, -0.21, -0.05], [-0.08, 0.05, 0.07], [0.00, 0.04, 0.07], [-0.04, 0.04, -0.01], [0.06, 0.02, 0.03], [-0.04, -0.01, -0.01], [-0.05, 0.16, 0.10]]}

Entry 5:
{"formula": "C6H13NO", "method": "ωB97M-V with the def2-TZVPD basis set", "lumo_energy_ev": [-3.32, -8.69], "homo_energy_ev": [-15.8, -15.7], "total_charge": 1, "spin_multiplicity": 2, "e_tot_ha": -366.04069, "s_squared": 0.761, "relative_energy_kcal_mol": 43.45, "species": ["C", "C", "N", "C", "C", "C", "C", "O", "H", "H", "H", "H", "H", "H", "H", "H", "H", "H", "H", "H", "H"], "coordinates": [[0.142413, 2.390603, 1.868705], [0.667210, 1.057073, 1.372602], [-0.319484, 0.363709, 0.560934], [-0.973251, -1.070439, -2.770002], [-1.153427, -0.367611, -1.502070], [-0.043654, -0.631138, -0.506192], [0.315688, -2.126912, -0.102455], [1.725110, 0.572563, 1.603181], [-0.874105, 2.413868, 2.123243], [0.636720, 2.540835, 2.843253], [0.464922, 3.141691, 1.131289], [-1.290037, 0.603436, 0.431481], [-1.881803, -1.446508, -3.131588], [-0.359933, -1.908660, -2.919179], [-0.666324, -0.459399, -3.605201], [-1.067109, 0.766124, -1.733194], [-2.114501, -0.480548, -1.152585], [0.901192, -0.220568, -1.085157], [0.194121, -2.860667, -0.922639], [-0.448289, -2.480597, 0.667120], [1.210787, -2.244921, 0.437656]], "forces_ev_per_angstrom": [[2.42, -0.46, 0.50], [-1.38, 1.29, 1.03], [1.51, -2.63, -1.70], [-0.13, 0.10, -2.60], [2.18, 2.63, -0.47], [2.18, 0.79, -0.70], [-3.21, -0.18, 1.19], [0.02, -0.57, -0.60], [-1.66, -0.03, -0.36], [0.21, 0.30, -0.60], [-0.35, 0.02, 0.43], [-0.47, 0.97, 0.90], [-1.70, -0.48, -0.32], [1.30, -1.23, 0.94], [0.26, 0.74, 0.01], [-0.24, -1.62, 0.37], [-2.21, -0.68, 1.28], [-1.14, -0.71, 1.47], [0.37, 0.96, 0.11], [0.57, 0.57, -0.97], [1.47, 0.24, 0.10]]}

Entry 6:
{"formula": "C6H13NO2", "method": "ωB97M-V with the def2-TZVPD basis set", "lumo_energy_ev": 0.89, "homo_energy_ev": -9.7, "e_tot_ha": -441.40666, "relative_energy_kcal_mol": 171.52, "species": ["C", "C", "C", "C", "C", "C", "N", "O", "O", "H", "H", "H", "H", "H", "H", "H", "H", "H", "H", "H", "H", "H"], "coordinates": [[1.530871, -0.941436, 0.146163], [0.129821, -0.930601, -0.396060], [-0.977791, 2.295304, 1.053565], [2.608744, -1.054470, -0.899273], [-1.344294, -0.251901, -2.057867], [-1.092342, 1.553153, 2.163496], [-0.193645, -0.029091, -1.227738], [1.795142, -0.150848, 1.250247], [1.723699, -1.584680, 1.352497], [-0.444395, -1.842392, -0.203853], [-1.665512, -0.871717, 0.922134], [-1.799596, 2.907120, 0.709638], [-0.024893, 2.667763, 0.732303], [2.533039, -2.017588, -1.401174], [2.481758, -0.255715, -1.626993], [3.587504, -0.981304, -0.429842], [-1.120456, 0.013625, -3.089273], [-2.157777, 0.394123, -1.717485], [-1.743522, -1.272577, -2.030887], [-1.580854, -0.216852, 1.427075], [-2.020612, 1.487641, 2.714855], [-0.224890, 1.082442, 2.608473]], "forces_ev_per_angstrom": [[-0.06, 0.43, -0.18], [0.39, 0.19, -1.34], [-0.20, 0.87, 1.74], [-0.01, 0.00, 0.29], [-0.99, 0.19, 0.40], [0.34, 0.99, -0.51], [0.86, -0.95, 0.24], [0.11, 1.29, 0.18], [-0.01, -1.29, 0.25], [-0.01, -0.03, -0.19], [-0.14, 1.71, 1.79], [-0.35, -0.30, -0.23], [0.51, -0.63, -0.58], [-0.06, -0.02, -0.11], [-0.03, -0.03, -0.04], [-0.03, 0.01, 0.08], [0.10, 0.04, 0.03], [0.01, 0.17, -0.11], [0.21, -0.10, 0.05], [-0.49, -2.24, -1.55], [-0.17, -0.28, -0.21], [0.02, -0.02, -0.01]]}

Entry 7:
{"formula": "C6H13NO2", "method": "ωB97M-V with the def2-TZVPD basis set", "lumo_energy_ev": 0.91, "homo_energy_ev": -8.0, "smiles": "C=C(NC)OC.CC=O", "e_tot_ha": -441.58990, "relative_energy_kcal_mol": 56.54, "species": ["C", "C", "N", "C", "O", "C", "H", "H", "H", "H", "H", "H", "H", "H", "H", "C", "C", "O", "H", "H", "H", "H"], "coordinates": [[0.718429, -1.525202, 1.493243], [0.590851, -0.277542, 1.029603], [0.919017, 0.111241, -0.264009], [1.849993, -0.689031, -1.027909], [-0.043944, 0.624663, 1.833224], [-0.156298, 1.980093, 1.449148], [1.221089, -2.296398, 0.948396], [0.359649, -1.758729, 2.477116], [0.998513, 1.123854, -0.432130], [2.036192, -0.194496, -1.978991], [2.804175, -0.838649, -0.511089], [1.408262, -1.666611, -1.220614], [-0.690718, 2.094486, 0.503075], [-0.734662, 2.452092, 2.241186], [0.822550, 2.471172, 1.384823], [-2.115454, -0.571303, -0.742652], [-1.205109, 0.237286, -1.609706], [-1.138377, 1.453899, -1.624496], [-2.722829, -1.230675, -1.367545], [-1.511710, -1.205423, -0.085879], [-2.737124, 0.065538, -0.121984], [-0.672494, -0.360268, -2.372811]], "forces_ev_per_angstrom": [[0.21, 0.02, 0.14], [-0.18, -0.02, -0.12], [0.36, 1.08, 0.47], [0.02, -0.08, 0.10], [0.15, -0.31, -0.21], [-0.04, 0.27, -0.15], [0.11, -0.14, -0.25], [-0.08, 0.03, 0.20], [-0.09, -0.94, 0.26], [-0.03, -0.02, -0.02], [-0.04, -0.02, 0.00], [0.04, -0.06, -0.09], [0.02, 0.02, 0.06], [0.07, 0.03, -0.05], [-0.05, -0.06, 0.05], [0.18, 0.01, 0.21], [-0.53, 0.76, -0.50], [-0.24, -0.72, -0.10], [0.00, 0.07, 0.02], [0.01, -0.07, -0.06], [-0.12, 0.09, -0.01], [0.22, 0.05, 0.05]]}

Entry 8:
{"formula": "C6H13NO2", "method": "ωB97M-V with the def2-TZVPD basis set", "lumo_energy_ev": 0.28, "homo_energy_ev": -9.3, "e_tot_ha": -441.28922, "relative_energy_kcal_mol": 245.22, "species": ["C", "C", "C", "C", "C", "C", "H", "H", "H", "H", "H", "H", "H", "H", "H", "H", "H", "H", "H", "N", "O", "O"], "coordinates": [[2.646058, -0.619887, -0.068388], [1.057865, -0.497817, -0.199060], [0.539055, 0.969721, 0.002746], [-0.865929, 1.097456, -0.249551], [-1.925469, 0.277574, 0.771417], [-2.221716, -0.979574, 0.328536], [4.154346, 0.001773, -0.376346], [3.461137, 1.243276, 0.098021], [0.854425, -1.257258, 0.768970], [0.817716, -1.055834, -0.907693], [0.919813, 1.539912, 1.004964], [1.140520, 1.682482, -0.372145], [-1.215247, 2.221707, -0.290140], [-1.111886, 0.908304, -1.155607], [-2.586922, 1.055779, 0.727055], [-1.355515, 0.192393, 1.374156], [-1.309568, -1.542753, 0.036403], [-2.475631, -1.574715, 1.006475], [-3.738948, -1.735192, -1.483704], [3.242970, 0.540212, -0.442615], [3.082543, -1.657051, 0.186173], [-3.109615, -0.810515, -0.759663]], "forces_ev_per_angstrom": [[-8.22, 3.62, -0.73], [3.96, 3.36, 10.80], [1.42, -2.11, 3.82], [-2.74, 3.53, 5.04], [-5.70, 6.35, -14.09], [1.40, -1.56, -7.78], [0.41, 1.71, -1.08], [0.10, 4.92, 3.93], [-0.23, 2.24, -2.24], [-2.64, -4.07, -6.87], [-1.46, -2.44, -0.44], [1.80, 2.00, -3.72], [0.81, -1.69, 0.83], [-1.38, -2.18, -6.26], [-2.62, 1.02, 1.24], [11.68, -1.14, 15.09], [0.05, 0.59, -0.54], [-3.59, -4.80, 5.99], [3.42, 3.57, 3.99], [3.94, -5.96, -3.69], [3.32, -3.96, 0.79], [-3.72, -3.00, -4.08]]}